# C28H75N3O13

8 unconnected molecules or ions with the total composition C28H75N3O13 in a non-equilibrium geometry (ωB97M-V/def2-TZVPD, OMol25).

Each line ends with the Mulliken charge.
Element x y z (Å)
C  -26.74646  4.64236  -20.02788  -0.7562
O  -25.51754  4.90417  -20.73702  -0.3251
C  -24.36697  4.35778  -20.19584  -0.3686
C  -23.22465  4.61846  -21.12092  0.1331
N  -22.01615  4.08043  -20.52143  -0.3043
C  -21.77571  2.60993  -20.56145  -1.1956
C  -21.30968  2.08755  -21.86334  0.2787
O  -21.06206  0.90425  -22.03171  0.8353
C  -22.25277  0.06901  -21.95215  -1.0893
H  -26.88392  5.29616  -19.18516  0.2825
H  -26.72572  3.64889  -19.65594  0.3556
H  -27.57481  4.86115  -20.70577  0.2212
H  -24.66957  3.28785  -20.04543  0.1418
H  -24.19595  4.77171  -19.19908  0.3156
H  -23.13664  5.73785  -21.37816  0.3604
H  -23.39785  4.19405  -22.08592  -0.2325
H  -21.17703  4.53690  -20.89749  0.3317
H  -22.72779  2.17093  -20.24863  0.2639
H  -21.11133  2.31319  -19.80429  0.2469
H  -20.28858  2.52855  -22.17296  -0.3248
H  -21.99933  2.44388  -22.63790  0.1171
H  -22.99689  0.25910  -22.66441  0.4520
H  -22.69814  0.06584  -20.99970  0.5235
H  -22.04323  -0.97396  -22.13270  -0.1772
C  -20.02092  -4.97657  -25.63255  -0.8026
O  -19.00278  -4.07259  -25.94109  -0.3483
C  -18.11256  -4.17684  -24.76840  -0.8109
C  -17.54918  -2.83785  -24.54950  -0.1096
N  -16.93472  -2.52422  -23.34739  0.1810
C  -15.53011  -2.88906  -23.45614  -0.4149
C  -14.87657  -2.88860  -22.03604  -0.4792
O  -13.67960  -3.15303  -21.87461  -0.3678
C  -13.42938  -4.47606  -21.90933  -0.7347
H  -19.59389  -5.94120  -25.62790  0.3895
H  -20.66001  -5.10216  -26.50350  0.2248
H  -20.53243  -4.62316  -24.75648  0.2940
H  -17.44231  -5.00513  -25.03475  0.3423
H  -18.64529  -4.39924  -23.88990  0.4162
H  -18.28927  -2.04998  -24.78574  -0.5801
H  -16.78727  -2.55502  -25.30774  0.8784
H  -16.94044  -1.51577  -23.13548  -0.4662
H  -14.98352  -2.11830  -24.05268  -0.0153
H  -15.56159  -3.82672  -23.94548  0.6559
H  -15.60671  -3.43756  -21.42427  0.4550
H  -14.82860  -1.91137  -21.56354  0.1482
H  -12.42767  -4.60069  -22.20557  0.3372
H  -13.96978  -4.96996  -22.69753  0.3142
H  -13.56196  -4.88338  -20.94573  0.2858
C  -15.55052  3.11176  -28.98108  -0.4765
O  -15.62294  3.81574  -27.83338  -0.4547
C  -16.44683  3.42620  -26.75341  0.0005
C  -17.85915  3.88005  -26.97905  -0.6272
N  -18.64247  3.69454  -25.75667  -0.1212
C  -20.05265  3.98745  -25.88373  -0.4178
C  -20.69139  3.80255  -24.53282  0.8621
O  -21.78792  4.26133  -24.35268  -0.3432
C  -22.96026  3.67939  -24.96079  -0.4636
H  -15.19152  2.09126  -28.84529  0.0946
H  -14.81371  3.45986  -29.76615  0.2903
H  -16.58203  2.86739  -29.37098  0.2735
H  -15.98986  3.98381  -25.98838  0.3192
H  -16.44199  2.30317  -26.45274  0.0207
H  -18.21867  3.13342  -27.70806  0.2367
H  -17.83817  4.90897  -27.38693  0.3359
H  -18.62201  2.70101  -25.50856  0.1193
H  -20.61010  3.32297  -26.63653  0.2136
H  -20.17234  5.01990  -26.26218  0.4388
H  -20.05063  4.38286  -23.73086  0.0763
H  -20.63931  2.78770  -24.31429  -0.7800
H  -23.45103  4.14285  -25.81976  0.3774
H  -23.88060  3.67618  -24.30913  0.1579
H  -22.81939  2.57073  -24.97037  0.0679
O  -19.09064  -2.68788  -19.31353  -0.5853
C  -18.95211  -2.03867  -20.48898  -0.2696
C  -19.67028  -2.92985  -21.40880  -0.1642
O  -19.71107  -2.20301  -22.62410  1.1318
H  -19.15679  -1.96730  -18.65403  0.4370
H  -19.22162  -0.96054  -20.46359  0.0977
H  -17.89133  -1.90885  -20.71444  0.0235
H  -20.66578  -3.20946  -21.02892  0.2136
H  -19.08495  -3.83013  -21.57759  0.3698
H  -18.78141  -2.28029  -22.98747  -0.8689
O  -18.25858  1.09068  -25.25146  0.8132
C  -17.34149  0.83577  -24.17410  0.3460
C  -18.00649  0.59439  -22.97776  0.1988
O  -16.93604  0.14249  -22.12298  -0.4586
H  -17.95097  0.62311  -26.03290  -1.0647
H  -16.73840  -0.02385  -24.44579  0.2728
H  -16.75939  1.78996  -23.98607  0.2966
H  -18.79134  -0.01677  -23.04610  -0.7838
H  -18.32549  1.53359  -22.54516  -0.0062
H  -16.17836  0.81814  -22.12560  0.3956
C  -21.45518  -0.36647  -25.29164  -0.3782
C  -21.35434  -1.79964  -25.48088  -0.4637
O  -21.64878  -2.48481  -24.25644  -0.2933
H  -22.38736  -0.06121  -24.78155  -0.0566
H  -21.45053  0.00166  -26.29634  0.6447
H  -20.67440  -0.07327  -24.67552  -0.4447
H  -20.34418  -1.93140  -25.92013  -0.2227
H  -22.15039  -2.09996  -26.14700  0.6541
H  -20.95311  -2.27417  -23.67145  0.0794
C  -24.61749  -3.26008  -22.31129  -0.9960
C  -23.49455  -3.76453  -21.61316  0.1633
O  -22.65978  -4.39667  -22.56153  -0.5828
H  -24.57047  -3.28221  -23.38539  0.2380
H  -24.73696  -2.19333  -22.08285  0.2216
H  -25.52703  -3.83383  -21.98118  0.3141
H  -23.92355  -4.53288  -21.00817  0.4101
H  -22.85215  -3.00149  -21.16155  -0.0684
H  -22.55815  -3.78682  -23.30593  0.3268
C  -18.14344  -0.88545  -28.01717  -1.0741
C  -16.78356  -0.78601  -28.18753  -0.1459
O  -16.34525  -0.12318  -27.07650  -0.4139
H  -18.62590  -1.26550  -28.84271  0.6101
H  -18.59937  0.13259  -27.81403  0.0306
H  -18.46807  -1.48718  -27.17314  0.1788
H  -16.73190  -0.37403  -29.22939  0.2660
H  -16.26214  -1.73847  -28.39625  0.2837
H  -15.37794  -0.22206  -26.88214  0.2454

- Kohn-Sham gap (eV) = 8.494
- maximum force (eV Å⁻¹) = 14.8
- DFT total energy (eV) = -61324.6946
- net charge = 0
- SMILES = COCCNCCOC.COCCNCCOC.COCCNCCOC.OCCO.OCCO.CCO.CCO.CCO
- ΔE to the lowest compared entry with this formula, charge and spin (eV) = 9.1402

=====

# C28H76F2N9O13P3

9 unconnected molecules or ions with the total composition C28H76F2N9O13P3 in a non-equilibrium geometry (ωB97M-V/def2-TZVPD, OMol25).

Each line ends with the Mulliken charge.
Element x y z (Å)
C  -6.61123  -5.19278  20.04283  -0.4801
N  -6.21887  -6.60254  19.80377  0.8015
C  -6.21758  -6.89743  18.41372  -1.0863
P  -6.36003  -7.69902  21.02704  -0.6855
O  -5.76323  -7.15668  22.27993  -0.6662
N  -7.93986  -8.09076  21.26411  1.5591
C  -8.52870  -8.31067  22.54133  -1.5036
C  -8.75021  -8.65484  20.19376  -1.1089
N  -5.55432  -9.00889  20.39114  0.5746
C  -4.13368  -9.03343  19.95752  -1.1538
C  -5.95731  -10.38902  20.42469  -1.1398
H  -7.70204  -5.01544  19.86942  0.1110
H  -6.03633  -4.56234  19.33706  0.5029
H  -6.32364  -4.89964  21.02115  -0.3256
H  -5.68472  -6.12684  17.83664  0.3244
H  -7.19506  -6.82872  17.94223  0.3129
H  -5.78059  -7.85516  18.20087  0.3486
H  -7.91694  -7.95174  23.36830  0.2238
H  -9.51826  -7.83074  22.61456  0.2726
H  -8.68723  -9.39701  22.63642  0.4099
H  -8.26891  -8.79215  19.22964  0.3253
H  -9.14706  -9.58857  20.62681  0.5102
H  -9.68687  -8.06088  20.02923  -0.0584
H  -4.11492  -9.53417  18.93477  0.3872
H  -3.71882  -8.03529  19.75705  0.2383
H  -3.45868  -9.57932  20.62271  0.3201
H  -5.95124  -10.84030  19.40201  0.2988
H  -6.95696  -10.44446  20.81167  0.2958
H  -5.27865  -10.99426  21.02945  0.3330
C  1.10777  -3.52512  21.27843  -1.0527
N  -0.19865  -3.22613  21.79080  0.5659
C  -0.92062  -2.12515  21.16409  -1.1167
P  -0.88716  -4.14811  22.97666  0.2438
O  -0.06223  -5.35160  23.11906  -0.9602
N  -1.21416  -3.26308  24.37222  0.4901
C  -1.24848  -3.92388  25.66505  -0.8172
C  -0.45411  -1.90035  24.55263  -1.0609
N  -2.41897  -4.49039  22.37804  0.5414
C  -3.57365  -3.60952  22.51133  -0.7559
C  -2.55666  -5.50456  21.41338  -1.0742
H  1.58025  -2.53396  21.13284  0.3035
H  1.10365  -3.93829  20.23968  0.2777
H  1.70554  -4.12263  21.92530  0.3244
H  -0.24358  -1.26295  21.17551  0.4350
H  -1.82937  -1.89031  21.70951  0.2310
H  -1.17590  -2.30733  20.11543  0.2476
H  -1.58941  -3.20385  26.41495  0.3355
H  -1.83988  -4.84717  25.66970  0.0796
H  -0.25843  -4.21438  25.98268  0.3272
H  -0.84732  -1.47624  25.45610  0.4738
H  0.63857  -2.10895  24.61923  0.2929
H  -0.70242  -1.22058  23.76346  0.2631
H  -4.44435  -4.18727  22.82061  -0.3615
H  -3.36830  -2.82212  23.19747  0.6334
H  -3.85035  -3.17126  21.53764  0.2246
H  -2.62082  -5.14432  20.38361  0.3283
H  -3.43961  -6.14474  21.62549  0.1315
H  -1.68158  -6.15394  21.47035  0.4639
C  -9.90337  -4.47887  28.62464  -1.1244
N  -10.57372  -4.60884  27.35030  0.8094
C  -9.78603  -5.42522  26.47053  -0.6240
P  -12.14305  -4.17213  27.02124  -0.4254
O  -12.25192  -4.26706  25.55407  -0.9232
N  -13.15621  -5.13160  27.83287  0.4230
C  -14.58833  -5.14838  27.53795  -1.1943
C  -12.89436  -6.48507  28.32258  -1.0107
N  -12.34038  -2.63443  27.49435  0.5291
C  -12.04800  -1.49073  26.67785  -0.6710
C  -12.56937  -2.33505  28.87517  -1.1109
H  -10.55523  -4.29562  29.47119  0.3802
H  -9.15136  -3.67821  28.61683  0.2842
H  -9.36411  -5.41650  28.86554  0.4767
H  -9.81242  -5.16224  25.41250  -0.4977
H  -10.15564  -6.44694  26.51441  0.2285
H  -8.73447  -5.45060  26.75718  0.7066
H  -14.96760  -4.32749  26.96604  0.3608
H  -14.74668  -6.03546  26.97896  0.3905
H  -15.10544  -5.20438  28.48091  0.3306
H  -12.98975  -7.23794  27.50647  0.2873
H  -11.93996  -6.60747  28.81245  0.2782
H  -13.67607  -6.68002  29.04550  0.3966
H  -11.16269  -0.96930  27.01016  0.3315
H  -11.94506  -1.77349  25.59921  -0.0631
H  -12.92824  -0.82901  26.82727  0.3182
H  -13.34271  -1.56828  28.92584  0.3539
H  -11.70429  -1.92753  29.43304  0.2744
H  -12.88621  -3.20536  29.44068  0.3384
O  -5.09289  -4.15517  27.70584  -0.5820
C  -5.01676  -4.98701  26.86335  0.6228
O  -4.13991  -5.95635  26.81900  -0.3542
C  -4.27808  -6.60405  25.54228  -0.0633
C  -5.65162  -6.17354  25.07215  1.4716
F  -6.57424  -7.09768  25.52212  -0.3904
O  -5.90409  -4.99155  25.82951  -0.2349
H  -3.50638  -6.22047  24.89429  -0.1388
H  -4.21753  -7.68190  25.73118  0.3951
H  -5.78670  -6.09342  24.01406  -0.5831
O  -3.89218  0.03383  20.80876  -0.5112
C  -4.95215  -0.12474  21.30241  0.5193
O  -5.99933  -0.65901  20.64567  -0.3757
C  -7.00894  -0.93228  21.59944  0.4615
C  -6.47092  -0.33544  22.94736  0.3125
F  -6.36819  -1.34773  23.81339  -0.1721
O  -5.17358  0.04888  22.62833  -0.3437
H  -7.93047  -0.48997  21.22991  0.1772
H  -7.06057  -2.03365  21.78387  -0.3000
H  -7.06178  0.45522  23.37203  0.2620
C  -10.58439  -1.14899  23.07948  -0.6857
O  -9.38002  -1.32437  23.83432  -0.5071
H  -10.45235  -1.28315  21.96829  0.1843
H  -11.43696  -1.78962  23.41514  0.0687
H  -10.92989  -0.13694  23.26953  0.4296
H  -9.20273  -2.30858  23.72435  0.3616
C  -11.06490  -5.36500  19.90939  -0.3562
O  -11.06322  -6.58696  19.16313  -0.5193
H  -12.04345  -5.18018  20.40057  0.3356
H  -10.34223  -5.35021  20.73896  -0.1011
H  -10.85732  -4.45893  19.28883  0.3514
H  -11.74709  -6.43559  18.45591  0.2882
C  -7.90042  -4.75391  23.40181  0.3399
O  -9.06382  -4.01128  23.00555  0.1608
H  -7.00897  -4.26718  22.96975  -0.3565
H  -7.76296  -4.76516  24.51660  0.0139
H  -7.92682  -5.79184  23.11037  0.0549
H  -9.83800  -4.57394  22.94412  -0.1915
C  -11.82760  -6.82830  23.11652  -1.0435
O  -11.46764  -5.43932  23.27123  -0.1445
H  -12.91126  -6.94187  23.14352  0.3112
H  -11.46126  -7.22559  22.18080  0.3314
H  -11.41666  -7.46014  23.88937  0.3628
H  -11.97084  -5.08856  24.04398  0.3286

- Kohn-Sham gap (eV) = 8.538
- maximum force (eV Å⁻¹) = 3.1
- DFT total energy (eV) = -103601.6675
- net charge = 0
- SMILES = CN(C)P(=O)(N(C)C)N(C)C.CN(C)P(=O)(N(C)C)N(C)C.CN(C)P(=O)(N(C)C)N(C)C.O=C1OC[C@@H](F)O1.O=C1OC[C@@H](F)O1.CO.CO.CO.CO
- ΔE to the lowest compared entry with this formula, charge and spin (eV) = 0.0000